{
  "formula": "C4H8O3",
  "method": "ωB97M-V/def2-TZVPD",
  "e_homo_ev": -9.23,
  "charge": 0,
  "homo_lumo_gap_ev": 10.022,
  "e_above_lowest_kj_mol": 390.0,
  "elements": ["O", "C", "C", "C", "O", "C", "O", "H", "H", "H", "H", "H", "H", "H", "H"],
  "xyz": [[-0.635, 1.183, -0.781], [-1.728, 0.268, -0.772], [-1.170, -1.000, -0.103], [0.357, -0.616, -0.101], [1.107, -1.137, -0.874], [1.521, 0.582, 1.047], [2.688, 0.450, 0.344], [-0.150, 1.182, 0.085], [-1.989, 0.096, -1.825], [-2.619, 0.681, -0.280], [-1.341, -1.915, -0.699], [-1.587, -1.195, 0.891], [1.480, 1.678, 1.300], [1.507, 0.063, 2.012], [2.559, -0.320, -0.244]]
}

{
  "formula": "C4H8O3",
  "method": "ωB97M-V/def2-TZVPD",
  "e_homo_ev": -10.15,
  "charge": 0,
  "smiles": "O=C(CO)CCO",
  "homo_lumo_gap_ev": 10.718,
  "e_above_lowest_kj_mol": 143.7,
  "elements": ["O", "C", "C", "O", "C", "C", "O", "H", "H", "H", "H", "H", "H", "H", "H"],
  "xyz": [[-1.932, -0.418, 0.256], [-0.862, 0.156, 0.322], [-0.143, 0.201, 1.664], [-0.840, -0.553, 2.607], [-0.235, 0.775, -0.910], [0.666, -0.269, -1.607], [1.215, -1.197, -0.687], [0.877, -0.182, 1.524], [-0.055, 1.253, 1.985], [-1.621, -0.883, 2.128], [-1.052, 1.049, -1.585], [0.324, 1.684, -0.657], [0.061, -0.848, -2.311], [1.452, 0.237, -2.181], [2.147, -1.007, -0.546]]
}

{
  "formula": "C4H8O3",
  "method": "ωB97M-V/def2-TZVPD",
  "e_homo_ev": -10.37,
  "charge": 0,
  "smiles": "CCC=O.O=CO",
  "homo_lumo_gap_ev": 11.154,
  "e_above_lowest_kj_mol": 77.2,
  "elements": ["C", "C", "C", "O", "H", "H", "H", "H", "H", "H", "O", "C", "O", "H", "H"],
  "xyz": [[-0.118, 1.109, -2.079], [-0.352, 0.427, -0.729], [0.108, -0.999, -0.796], [0.944, -1.510, -0.079], [0.943, 1.111, -2.349], [-0.456, 2.147, -2.042], [-0.663, 0.603, -2.883], [-1.423, 0.412, -0.487], [0.163, 0.953, 0.080], [-0.348, -1.600, -1.613], [-1.053, -0.542, 2.172], [-0.079, -0.438, 2.882], [1.179, -0.628, 2.507], [-0.124, -0.161, 3.948], [1.181, -0.900, 1.556]]
}

{
  "formula": "C4H8O3",
  "method": "ωB97M-V/def2-TZVPD",
  "e_homo_ev": -9.76,
  "charge": 0,
  "smiles": "O=CCO.CC=O",
  "homo_lumo_gap_ev": 10.518,
  "e_above_lowest_kj_mol": 252.4,
  "elements": ["O", "C", "C", "O", "H", "H", "H", "H", "C", "C", "O", "H", "H", "H", "H"],
  "xyz": [[-0.472, 0.507, -2.242], [-0.513, -0.046, -1.174], [-0.095, -1.476, -0.904], [-1.244, -2.228, -1.258], [-1.032, 0.410, -0.293], [0.800, -1.765, -1.467], [0.087, -1.642, 0.163], [-1.395, -2.044, -2.195], [0.393, 1.074, 1.960], [0.703, 1.323, 0.514], [1.499, 0.642, -0.101], [0.445, 0.004, 2.183], [1.200, 1.570, 2.509], [-0.563, 1.497, 2.280], [0.186, 2.176, 0.026]]
}

{
  "formula": "C4H8O3P2",
  "method": "ωB97M-V/def2-TZVPD",
  "e_homo_ev": 0.51,
  "charge": -2,
  "smiles": "O=P([O-])([O-])P1CCCC1",
  "homo_lumo_gap_ev": 5.847,
  "e_above_lowest_kj_mol": 0.0,
  "elements": ["O", "P", "O", "O", "P", "C", "C", "C", "C", "H", "H", "H", "H", "H", "H", "H", "H"],
  "xyz": [[3.241, -1.231, -0.358], [2.704, 0.002, 0.332], [2.109, -0.306, 1.665], [3.576, 1.263, 0.176], [0.834, 0.611, -1.116], [-0.234, 1.283, 0.268], [-1.650, 0.691, 0.121], [-1.398, -0.785, 0.135], [-0.451, -1.071, -1.015], [-0.046, 2.334, 0.221], [0.239, 1.044, 1.239], [-1.890, 0.884, -0.938], [-2.510, 0.961, 0.898], [-0.881, -1.231, 1.107], [-2.509, -1.326, 0.125], [-0.022, -1.980, -0.804], [-1.112, -1.143, -2.056]]
}

{
  "formula": "C4H8O3Pb",
  "method": "ωB97M-V/def2-TZVPD",
  "e_homo_ev": [-12.46, -12.97],
  "charge": 1,
  "spin_multiplicity": 2,
  "homo_lumo_gap_ev": [7.768, 7.942],
  "e_above_lowest_kj_mol": 464.0,
  "elements": ["O", "C", "Pb", "O", "C", "H", "H", "C", "H", "H", "O", "C", "H", "H", "H", "H"],
  "xyz": [[1.014, -1.057, 1.969], [0.554, -0.568, 0.894], [-1.900, 0.979, -0.454], [-0.586, -0.184, 0.726], [2.299, -1.776, 1.979], [2.899, -1.239, 2.721], [2.047, -2.791, 2.304], [2.920, -1.752, 0.598], [2.393, -2.600, 0.123], [3.671, -1.940, -0.299], [-3.263, 2.161, -1.112], [-3.757, 2.751, -2.264], [-3.031, 3.452, -2.722], [-4.022, 2.007, -3.040], [-4.673, 3.334, -2.050], [3.436, -0.776, 0.625]]
}

{
  "formula": "C4H8O4",
  "method": "ωB97M-V/def2-TZVPD",
  "e_homo_ev": -9.86,
  "charge": 0,
  "smiles": "O=CCCC(=O)O.O",
  "homo_lumo_gap_ev": 10.460,
  "e_above_lowest_kj_mol": 172.9,
  "elements": ["O", "C", "C", "C", "C", "O", "O", "H", "H", "H", "H", "H", "H", "O", "H", "H"],
  "xyz": [[-1.316, -1.918, 1.306], [-1.164, -0.753, 1.059], [0.141, -0.065, 1.413], [0.989, 0.211, 0.166], [0.898, -0.845, -0.879], [-0.070, -1.117, -1.534], [2.027, -1.581, -0.911], [-1.941, -0.120, 0.597], [0.015, 0.894, 1.923], [0.653, -0.655, 2.174], [2.011, 0.396, 0.502], [0.783, 1.228, -0.149], [1.930, -2.400, -1.332], [-1.676, 2.407, -1.069], [-1.960, 1.548, -1.375], [-1.319, 2.771, -1.889]]
}

{
  "formula": "C4H8O4",
  "method": "ωB97M-V/def2-TZVPD",
  "e_homo_ev": -9.05,
  "charge": 0,
  "smiles": "CC=C=O.OC(O)O",
  "homo_lumo_gap_ev": 9.711,
  "e_above_lowest_kj_mol": 331.2,
  "elements": ["C", "C", "C", "O", "H", "H", "H", "H", "O", "C", "O", "O", "H", "H", "H", "H"],
  "xyz": [[1.329, 1.142, -0.965], [2.166, -0.076, -1.263], [1.533, -1.150, -0.934], [0.883, -2.044, -0.508], [1.266, 1.780, -1.844], [1.760, 1.714, -0.142], [0.273, 0.866, -0.621], [3.049, -0.088, -1.881], [-1.095, -1.024, 1.961], [-1.221, -0.349, 0.747], [-1.535, 0.997, 1.008], [-2.244, -0.839, -0.031], [-1.958, -1.134, 2.372], [-0.238, -0.721, 0.216], [-0.892, 1.360, 1.627], [-3.074, -0.435, 0.258]]
}

{
  "formula": "C4H8O4",
  "method": "ωB97M-V/def2-TZVPD",
  "e_homo_ev": -10.10,
  "charge": 0,
  "smiles": "CO[C@@H](CO)C(=O)O",
  "homo_lumo_gap_ev": 10.672,
  "e_above_lowest_kj_mol": 186.2,
  "elements": ["C", "O", "C", "C", "O", "C", "O", "O", "H", "H", "H", "H", "H", "H", "H", "H"],
  "xyz": [[-2.285, -0.429, 0.294], [-1.136, -0.696, -0.443], [0.073, -0.248, 0.115], [1.219, -1.071, -0.505], [2.445, -0.903, 0.167], [0.239, 1.264, -0.096], [-0.625, 2.035, -0.482], [1.454, 1.735, 0.220], [-2.475, 0.660, 0.343], [-3.136, -0.871, -0.209], [-2.227, -0.843, 1.310], [0.085, -0.385, 1.201], [0.900, -2.134, -0.400], [1.316, -0.834, -1.575], [2.733, 0.030, 0.062], [1.419, 2.692, -0.001]]
}

{
  "formula": "C4H8OPr",
  "method": "ωB97M-V/def2-TZVPD",
  "e_homo_ev": [-16.97, -16.98],
  "charge": 2,
  "spin_multiplicity": 4,
  "homo_lumo_gap_ev": [7.572, 7.629],
  "elements": ["H", "C", "C", "C", "C", "O", "Pr", "H", "H", "H", "H", "H", "H", "H"],
  "xyz": [[-0.220, 0.542, -1.355], [-0.609, -1.034, -0.673], [-0.227, -1.567, 0.724], [-0.459, -0.122, 0.667], [0.520, 1.008, 0.543], [0.395, 1.539, -0.779], [1.614, 3.610, -1.878], [-1.512, -1.492, -1.080], [0.360, -0.970, -1.177], [0.814, -1.880, 0.827], [-0.978, -2.187, 1.211], [-1.461, 0.225, 0.938], [1.534, 0.605, 0.700], [0.230, 1.723, 1.332]]
}

{
  "formula": "C4H8OS",
  "method": "ωB97M-V/def2-TZVPD",
  "e_homo_ev": -8.61,
  "charge": 0,
  "homo_lumo_gap_ev": 9.465,
  "e_above_lowest_kj_mol": 152.7,
  "elements": ["C", "C", "C", "C", "O", "S", "H", "H", "H", "H", "H", "H", "H", "H"],
  "xyz": [[1.855, -0.145, 0.848], [0.538, 0.504, 0.577], [-0.228, -0.747, -0.058], [-1.054, -0.428, -1.238], [-0.120, 1.014, 1.702], [1.408, -1.535, -0.261], [2.726, 0.243, 0.305], [2.141, -0.435, 1.807], [0.702, 1.266, -0.132], [-0.726, -1.149, 0.810], [-1.230, 0.663, -1.371], [-1.994, -0.938, -0.851], [-0.784, -0.892, -2.139], [0.401, 0.596, 2.431]]
}

{
  "formula": "C4H8OS",
  "method": "ωB97M-V/def2-TZVPD",
  "e_homo_ev": -8.66,
  "charge": 0,
  "smiles": "CC(=S)CCO",
  "homo_lumo_gap_ev": 8.515,
  "e_above_lowest_kj_mol": 110.0,
  "elements": ["C", "C", "S", "C", "C", "O", "H", "H", "H", "H", "H", "H", "H", "H"],
  "xyz": [[1.786, 0.312, -0.150], [0.565, 0.783, 0.552], [0.227, 2.327, 1.022], [-0.472, -0.290, 0.812], [-1.302, -0.725, -0.392], [-1.084, -0.146, -1.628], [1.403, 0.005, -1.152], [2.554, 1.053, -0.235], [2.253, -0.578, 0.340], [-1.145, 0.084, 1.582], [0.019, -1.144, 1.317], [-2.429, -0.672, -0.100], [-1.087, -1.805, -0.479], [-1.288, 0.796, -1.490]]
}

{
  "formula": "C4H8OS",
  "method": "ωB97M-V/def2-TZVPD",
  "e_homo_ev": -8.69,
  "charge": 0,
  "homo_lumo_gap_ev": 9.467,
  "e_above_lowest_kj_mol": 591.9,
  "elements": ["C", "C", "C", "C", "H", "H", "H", "H", "H", "H", "H", "H", "O", "S"],
  "xyz": [[1.340, 0.764, -0.418], [-0.023, 0.875, 0.345], [-2.338, 0.213, 0.166], [-3.441, -0.789, -0.074], [2.294, -0.827, 1.371], [1.255, 0.164, -1.593], [1.730, 1.857, -0.151], [-0.229, 0.365, 1.455], [-0.138, 2.105, 0.603], [-2.384, 0.822, 1.041], [-3.520, -2.044, -0.624], [-4.209, -0.894, 0.805], [-1.124, 0.311, -0.514], [2.561, -0.651, 0.068]]
}

{
  "formula": "C4H8OS",
  "method": "ωB97M-V/def2-TZVPD",
  "e_homo_ev": [-8.51, -7.61],
  "charge": 0,
  "homo_lumo_gap_ev": [7.498, 6.681],
  "e_above_lowest_kj_mol": 350.8,
  "elements": ["C", "C", "C", "C", "O", "S", "H", "H", "H", "H", "H", "H", "H", "H"],
  "xyz": [[0.244, 1.487, -0.520], [-0.445, 0.327, -0.294], [-0.517, -1.381, 1.589], [0.198, -0.880, 0.388], [0.279, 1.912, -3.474], [1.226, 1.225, -2.533], [-0.211, 2.373, -1.040], [1.119, 1.540, 0.126], [-1.472, 0.188, -0.616], [-0.463, -0.646, 2.407], [0.040, -2.345, 1.951], [-1.635, -1.554, 1.504], [0.362, -1.653, -0.343], [1.274, -0.593, 0.857]]
}

{
  "formula": "C4H8OS",
  "method": "ωB97M-V/def2-TZVPD",
  "e_homo_ev": [-8.81, -6.73],
  "charge": 0,
  "homo_lumo_gap_ev": [9.021, 6.650],
  "e_above_lowest_kj_mol": 472.6,
  "elements": ["C", "C", "C", "C", "O", "S", "H", "H", "H", "H", "H", "H", "H", "H"],
  "xyz": [[0.787, -0.401, -2.052], [0.584, -0.834, -0.746], [0.027, 1.259, 1.385], [-0.757, -0.928, -0.185], [-0.974, -1.827, 0.823], [-2.159, -0.351, -0.995], [1.776, -0.398, -2.454], [0.036, 0.112, -2.557], [1.426, -0.968, -0.054], [1.051, 1.333, 1.754], [-0.240, 2.096, 0.680], [-0.634, 1.353, 2.284], [-0.217, -1.841, 1.487], [-3.007, -1.003, -0.005]]
}

{
  "formula": "C4H8OS",
  "method": "ωB97M-V/def2-TZVPD",
  "e_homo_ev": -9.31,
  "charge": 0,
  "smiles": "O[C@H]1CC[C@H]1S",
  "homo_lumo_gap_ev": 10.037,
  "e_above_lowest_kj_mol": 122.3,
  "elements": ["O", "C", "C", "C", "C", "S", "H", "H", "H", "H", "H", "H", "H", "H"],
  "xyz": [[-0.766, 1.573, -0.475], [-0.911, 0.579, 0.540], [-1.911, -0.516, 0.036], [-0.564, -1.246, -0.499], [0.203, -0.473, 0.558], [1.849, -0.077, -0.097], [0.147, 1.947, -0.335], [-1.062, 1.050, 1.478], [-2.646, -0.230, -0.730], [-2.429, -1.014, 0.865], [-0.344, -0.913, -1.465], [-0.475, -2.296, -0.493], [0.291, -0.957, 1.500], [2.166, 0.989, 0.730]]
}

| no. | M (Da) |
| --- | --- |
| 1 | 104.10 |
| 2 | 104.10 |
| 3 | 104.10 |
| 4 | 104.10 |
| 5 | 166.05 |
| 6 | 311.30 |
| 7 | 120.10 |
| 8 | 120.10 |
| 9 | 120.10 |
| 10 | 213.02 |
| 11 | 104.17 |
| 12 | 104.17 |
| 13 | 104.17 |
| 14 | 104.17 |
| 15 | 104.17 |
| 16 | 104.17 |